This record from the OMol25 dataset describes 8 unconnected molecules or ions with the total composition C20H37Cl14FO3 in a non-equilibrium geometry. The level of theory is ωB97M-V/def2-TZVPD.

Computed properties:
SMILES = CC[C@H](F)[C@H]1COC(=O)O1.ClCCCl.ClCCCl.ClCCCl.ClCCCl.ClCCCl.ClCCCl.ClCCCl
net charge = 0
DFT total energy = -7552.551462 Ha
HOMO = -0.380 Ha

Geometry as XYZ:
```
75
C20H37Cl14FO3 ωB97M-V/def2-TZVPD
C 0.58182 1.37870 -0.63291
C -0.18482 1.94625 0.58640
C -1.55284 2.44189 0.17454
F -2.08687 3.17653 1.20227
C -2.49618 1.27106 -0.02078
C -3.98829 1.44268 0.13698
O -4.41021 0.16337 -0.41194
C -3.35724 -0.40632 -1.03134
O -3.21090 -1.50290 -1.24406
O -2.48119 0.62029 -1.30337
H 0.14383 1.73393 -1.55781
H 0.65331 0.29945 -0.59365
H 1.59289 1.76589 -0.54641
H -0.26473 1.22287 1.38709
H 0.34933 2.82656 0.92925
H -1.46861 3.03156 -0.73598
H -2.17468 0.47015 0.65763
H -4.48802 2.16838 -0.49429
H -4.30032 1.52949 1.16568
Cl 2.62807 4.19210 -0.94995
C 4.39395 4.39747 -0.80624
C 5.11506 3.11730 -1.12800
Cl 4.83109 1.85868 0.10062
H 4.61613 4.74431 0.19866
H 4.68613 5.17762 -1.50819
H 6.18991 3.29583 -1.15555
H 4.80916 2.71925 -2.09057
Cl -2.99417 -5.89689 2.80068
C -3.09242 -5.17490 1.17049
C -4.09815 -4.05595 1.10225
Cl -5.77475 -4.64119 1.27260
H -3.32799 -5.96913 0.46597
H -2.10164 -4.78857 0.93484
H -4.03446 -3.56180 0.13340
H -3.92195 -3.30981 1.87467
Cl 5.39364 7.03882 1.51338
C 4.65471 6.61001 3.07818
C 5.52001 5.67117 3.87948
Cl 5.62544 4.04295 3.15739
H 3.67410 6.18139 2.88320
H 4.52085 7.54088 3.62729
H 5.09581 5.54339 4.87436
H 6.53135 6.05743 3.98284
Cl -3.22367 -1.53197 3.40802
C -2.54858 -2.63736 4.63618
C -2.00407 -1.89296 5.82791
Cl -0.54591 -0.95161 5.42225
H -1.78241 -3.24287 4.15851
H -3.35813 -3.29528 4.94876
H -1.71895 -2.60302 6.60263
H -2.74122 -1.20835 6.24099
Cl 2.28409 -0.11159 -3.60804
C 3.42509 0.42348 -4.86500
C 4.83595 -0.03501 -4.58795
Cl 5.53184 0.77310 -3.16046
H 3.36327 1.50753 -4.93124
H 3.08320 0.00169 -5.80932
H 5.47365 0.20884 -5.43668
H 4.88498 -1.10881 -4.41835
Cl 4.68458 -4.34744 -2.72119
C 3.54995 -4.33273 -1.34560
C 2.68754 -3.09633 -1.33538
Cl 3.62490 -1.62774 -0.98006
H 4.13026 -4.42065 -0.43025
H 2.92259 -5.21796 -1.44272
H 1.92707 -3.18433 -0.56012
H 2.18885 -2.95168 -2.29233
Cl -9.15737 -2.58170 -2.39135
C -7.48056 -3.08547 -2.05361
C -6.47499 -2.29848 -2.85492
Cl -6.55886 -2.67193 -4.59709
H -7.40331 -4.15166 -2.25290
H -7.30760 -2.92190 -0.99072
H -5.46708 -2.54838 -2.52525
H -6.62119 -1.22763 -2.73383
```